Record 1
30
Properties=species:S:1:pos:R:3:forces:R:3 method="wB97M-V/def2-TZVPD" smiles="C=C(C)/C=C(/C)O[P@@H](=O)c1ccccc1" e_above_lowest_ev=0.000 e_tot_ev=-26069.4814 gap_ev=8.388 spin_multiplicity=1
C 0.02486 0.31519 3.18721 0.13 0.59 -2.38
C 1.10552 1.02490 2.75255 -2.39 0.70 1.86
C 1.31527 2.39936 3.44517 0.81 -0.67 0.29
C 1.99595 0.53536 1.78190 1.24 -2.75 -3.34
C 1.66476 -0.33987 0.75268 0.41 0.76 1.13
C 2.58622 -0.99220 -0.23905 0.85 1.59 -1.13
O 0.36891 -0.64126 0.32825 -0.55 0.70 0.52
P -0.75295 0.52691 -0.04231 -0.01 -1.58 2.75
O -0.11272 1.83555 -0.12232 -0.22 0.72 -0.84
C -1.46480 -0.33934 -1.43158 0.05 1.02 -0.78
C -0.82886 0.02797 -2.65986 -0.03 1.08 4.45
C -1.13716 -0.65166 -3.73601 -0.70 -1.27 -2.87
C -2.10321 -1.65107 -3.76569 -0.77 0.58 1.83
C -2.81942 -1.91203 -2.57204 -1.34 -0.86 -1.10
C -2.52953 -1.26100 -1.39210 0.67 1.44 1.84
H -0.58163 -0.41893 2.61313 1.46 -0.21 0.76
H -0.57132 0.86296 3.83499 -1.17 0.64 1.53
H 1.45623 3.26906 2.73798 -0.17 -1.14 0.64
H 2.21856 2.30738 4.11927 -0.78 0.41 -0.71
H 0.43096 2.55908 4.09646 0.67 0.22 -0.45
H 3.07644 0.72965 1.88275 -0.57 -0.06 -0.05
H 3.65474 -0.97198 0.01918 -0.30 0.74 0.04
H 2.36317 -0.38534 -1.18098 0.79 -0.81 0.85
H 2.49111 -2.02533 -0.54092 -1.10 -0.38 0.45
H -1.70016 0.44462 1.10965 0.73 -0.06 -1.46
H -0.16756 0.90009 -2.69626 -0.06 -0.49 0.19
H -0.66237 -0.26915 -4.60124 0.19 -0.29 -1.30
H -2.43594 -2.01869 -4.70632 -0.09 -0.64 -0.44
H -3.74129 -2.54901 -2.56735 1.13 0.41 -0.30
H -3.14379 -1.31120 -0.40714 1.13 -0.38 -1.98

---

Record 2
20
Properties=species:S:1:pos:R:3:forces:R:3 method="wB97M-V/def2-TZVPD" smiles=ClC(Cl)Cl.ClC(Cl)Cl.ClC(Cl)Cl.ClC(Cl)Cl e_above_lowest_ev=0.177 e_tot_ev=-154481.6155 gap_ev=11.429 spin_multiplicity=1
Cl -23.78557 14.88640 -18.85871 0.03 0.06 -0.03
C -25.39488 14.39318 -19.38464 -0.04 0.01 0.07
Cl -26.48764 15.77266 -19.45206 0.02 -0.04 -0.01
Cl -26.03052 13.13209 -18.32170 0.01 -0.01 -0.01
H -25.31021 13.97649 -20.37895 0.00 0.01 -0.02
Cl -23.25149 7.48094 -13.52168 0.08 -0.05 0.03
C -23.80328 7.75997 -15.16960 -0.23 0.07 0.04
Cl -25.40991 7.06250 -15.41696 0.04 0.03 0.00
Cl -22.66703 7.14064 -16.35624 0.11 -0.03 -0.02
H -23.88343 8.83059 -15.30482 -0.02 0.00 -0.06
Cl -21.03605 12.46465 -18.28676 -0.02 0.00 0.02
C -22.07899 12.51490 -16.86626 -0.06 -0.25 -0.08
Cl -21.59599 13.80347 -15.77747 -0.09 0.07 0.03
Cl -22.07566 10.94854 -16.03934 0.07 0.04 0.02
H -23.09364 12.69719 -17.19564 0.02 0.09 -0.02
Cl -18.60575 14.01514 -13.89469 0.08 -0.01 0.13
C -19.61455 15.19570 -13.05243 0.12 -0.09 -0.08
Cl -18.63588 16.30097 -12.08916 0.02 0.03 -0.07
Cl -20.81623 14.40237 -12.03820 -0.05 -0.02 -0.07
H -20.11952 15.76318 -13.82324 -0.09 0.09 0.12

---

Record 3
116
Properties=species:S:1:pos:R:3:forces:R:3 method="wB97M-V/def2-TZVPD" e_tot_ev=-132468.0421 gap_ev=8.285 total_charge=+1 spin_multiplicity=1
C 0.52011 -5.85582 -0.00848 0.00 -0.07 -0.02
O 0.82255 -4.81937 -0.92378 0.03 -0.04 0.03
C -0.19058 -3.85555 -1.08317 0.13 0.20 0.02
C -0.57098 -3.12100 0.20313 -0.49 -0.04 -0.26
C -1.42314 -1.86616 -0.09532 0.23 0.14 0.04
C -2.84418 -1.89670 0.47405 0.02 -0.05 -0.12
C -3.71350 -3.09715 0.01880 0.32 0.17 0.01
C -4.22781 -3.82090 1.24913 -0.80 0.33 0.50
N -5.14653 -4.96771 0.87570 1.41 -0.40 -1.01
C -5.44049 -4.98048 -0.43300 -0.48 0.50 0.28
N -5.36320 -6.03608 -1.20419 -0.16 -0.09 0.13
N -5.86935 -3.79245 -1.03607 0.32 -0.09 0.26
C -4.91724 -2.66429 -0.82175 0.05 0.04 0.01
P -4.40422 -1.96749 -2.47993 -0.31 -0.06 -0.24
S -5.51664 -2.43449 -3.98241 0.04 -0.01 0.07
H 0.87736 -6.79780 -0.42986 0.00 0.06 0.04
H 1.01900 -5.68689 0.95092 -0.10 0.03 -0.02
H -0.55954 -5.94038 0.16306 0.04 -0.04 -0.03
H -1.08392 -4.31816 -1.53815 0.01 0.02 0.05
H 0.20121 -3.13890 -1.81094 -0.01 -0.07 0.04
H -1.16813 -3.79127 0.83004 0.28 0.01 0.15
H 0.33920 -2.85961 0.74707 -0.03 -0.07 0.01
H -0.92960 -0.98802 0.33247 -0.05 -0.03 -0.06
H -1.44069 -1.67929 -1.17561 -0.08 -0.04 0.07
H -3.35323 -0.96108 0.22657 0.01 -0.03 0.12
H -2.77390 -1.93184 1.56515 -0.04 0.09 -0.04
H -3.07535 -3.76839 -0.57713 -0.17 -0.08 0.04
H -4.77417 -3.08943 1.84856 -0.11 -0.17 0.02
H -3.45176 -4.22540 1.89472 0.05 -0.09 -0.18
H -4.77139 -5.85684 1.19346 -0.20 0.05 0.32
H -5.71199 -5.95695 -2.14989 0.04 0.05 -0.02
H -4.97402 -6.91195 -0.88973 -0.13 -0.05 0.00
H -6.76051 -3.52329 -0.63266 -0.13 -0.14 -0.15
H -5.46463 -1.88681 -0.28089 0.18 0.10 -0.06
H -4.27131 -0.60108 -2.18829 0.09 0.03 0.06
H -3.06480 -2.38108 -2.56701 0.09 0.02 0.06
C 4.69120 -4.77054 0.82184 0.03 0.02 -0.05
C 5.59832 -3.79177 1.54840 -0.08 -0.03 0.03
O 4.67680 -2.77936 1.95170 0.06 -0.03 0.18
C 3.44943 -3.32603 2.02559 -0.01 0.00 -0.16
O 2.50385 -2.78602 2.51703 -0.06 0.04 -0.01
O 3.42983 -4.54755 1.47459 0.01 -0.03 0.02
F 6.52865 -3.24787 0.74564 -0.07 0.05 -0.08
H 4.60161 -4.49742 -0.22999 0.05 0.00 -0.01
H 4.98338 -5.81048 0.92076 -0.07 -0.01 0.10
H 6.08399 -4.18919 2.44046 0.09 0.02 -0.04
C 3.16051 0.58401 2.96345 -0.16 -0.04 0.09
C 2.54435 1.25893 1.75723 0.05 0.05 0.00
O 3.43535 2.32084 1.50767 0.08 -0.11 -0.21
C 4.66075 1.98176 2.02087 -0.18 0.13 0.09
O 5.65285 2.58518 1.79769 0.07 -0.12 0.08
O 4.54939 0.87896 2.78773 0.03 -0.02 0.01
F 1.30602 1.75742 2.00899 0.01 0.04 0.05
H 2.80864 1.04746 3.88695 -0.07 0.06 -0.05
H 2.97616 -0.48500 2.98934 0.27 -0.08 -0.03
H 2.48277 0.62683 0.86805 -0.11 -0.01 0.01
C 5.74162 3.76309 -1.25271 -0.09 0.12 0.10
C 4.34239 3.47427 -1.74555 -0.06 -0.06 0.04
O 4.51956 3.32531 -3.13833 0.15 -0.25 0.10
C 5.81796 2.93617 -3.35909 0.03 0.09 0.20
O 6.21275 2.52162 -4.39436 -0.01 0.04 -0.12
O 6.53546 3.06867 -2.22953 -0.02 0.03 -0.06
F 3.47247 4.49453 -1.50818 0.03 0.03 -0.10
H 5.94086 4.83394 -1.30140 0.01 0.03 -0.04
H 5.92819 3.38482 -0.25334 0.16 -0.11 -0.12
H 3.89691 2.55853 -1.34890 -0.07 0.07 0.06
C -6.86361 -0.44941 5.26437 -0.01 -0.04 0.04
C -5.40078 -0.76566 5.51977 -0.01 0.02 -0.08
O -4.97691 -1.25772 4.25180 0.14 0.17 0.03
C -5.79432 -0.74062 3.30067 0.01 -0.03 0.00
O -5.56971 -0.79617 2.13246 -0.04 -0.16 -0.08
O -6.86551 -0.16215 3.85806 -0.06 0.00 0.02
F -5.22342 -1.72640 6.44691 -0.06 -0.08 -0.05
H -7.47856 -1.33005 5.45300 0.02 -0.01 0.05
H -7.24224 0.40266 5.81866 0.03 0.07 -0.09
H -4.78534 0.09653 5.78064 0.02 -0.04 0.09
C 2.70032 4.49090 -4.99688 0.02 0.13 0.07
C 1.69080 3.36538 -5.07426 0.01 0.21 0.06
O 0.45914 4.05320 -5.14367 -0.02 -0.08 -0.22
C 0.68336 5.31203 -5.63526 0.17 -0.07 0.13
O -0.15922 6.06424 -5.97624 -0.08 0.03 0.03
O 2.01459 5.55099 -5.67398 -0.05 0.03 -0.10
F 1.69322 2.60690 -3.94276 -0.07 -0.09 0.04
H 2.86873 4.77829 -3.95902 -0.02 -0.06 -0.08
H 3.64964 4.27732 -5.47728 -0.04 0.07 -0.10
H 1.79556 2.71112 -5.94038 -0.02 -0.13 0.11
C 3.17475 7.71568 -3.68092 -0.17 0.07 0.03
C 3.49497 9.09213 -3.12800 0.15 -0.08 -0.01
O 4.34846 8.78706 -2.03449 0.13 0.07 -0.06
C 4.93352 7.58637 -2.26598 -0.11 0.01 -0.10
O 5.85328 7.14065 -1.66692 0.04 -0.02 0.20
O 4.33106 6.96545 -3.30311 -0.01 -0.10 -0.12
F 2.40309 9.74515 -2.67745 -0.02 -0.10 0.08
H 2.29869 7.30263 -3.17616 -0.06 0.08 -0.01
H 3.03712 7.67841 -4.75571 0.09 0.01 -0.02
H 4.03500 9.74382 -3.81663 -0.09 0.07 0.00
C -0.46308 -2.67139 3.97684 0.08 0.15 -0.04
C -0.42510 -3.14099 5.41825 -0.06 -0.06 -0.05
O -1.73189 -3.68050 5.59675 0.10 -0.18 0.04
C -2.20654 -4.05541 4.39218 -0.01 0.21 -0.06
O -3.17726 -4.71259 4.19841 -0.04 -0.07 0.03
O -1.41801 -3.57154 3.40352 -0.07 -0.05 -0.08
F -0.23710 -2.12986 6.28993 -0.11 0.06 -0.02
H -0.85198 -1.65221 3.91958 0.00 0.02 0.10
H 0.48250 -2.73957 3.44902 -0.01 -0.16 0.00
H 0.30413 -3.92549 5.62482 0.05 0.06 0.06
C -0.72459 3.17914 -1.65893 0.03 0.13 -0.14
C -0.94674 4.62492 -1.25127 -0.05 0.00 -0.03
O -2.30574 4.82684 -1.58223 -0.09 -0.03 0.20
C -2.94438 3.62522 -1.56064 0.17 0.12 -0.05
O -4.11616 3.47368 -1.57138 -0.07 -0.05 -0.04
O -2.03223 2.62328 -1.50120 0.00 -0.18 -0.01
F -0.18330 5.48945 -1.96361 -0.02 -0.10 -0.04
H -0.42539 3.13842 -2.70667 0.02 0.00 0.01
H -0.01640 2.63738 -1.04116 -0.02 0.00 0.11
H -0.80747 4.83068 -0.18816 0.11 0.08 -0.04

---

Record 4
128
Properties=species:S:1:pos:R:3:forces:R:3 method="wB97M-V/def2-TZVPD" smiles="CCCc1c(P(C)CC)ccc2c1C(=O)c1c(cc(CCCSC(=S)N3CCOCC3)c(B(O)OC)c1N(C)C(C)=O)C2=O.CCOC(=O)C(F)(F)F.CCOC(=O)C(F)(F)F.CCOC(=O)C(F)(F)F" e_tot_ev=-130199.4620 gap_ev=7.190 spin_multiplicity=1
C -0.60604 6.91606 -2.87408 0.01 -0.14 0.22
C -0.15816 5.58108 -2.29156 -0.20 0.15 -0.16
C -0.52658 5.46045 -0.81757 -0.21 -0.22 0.07
C -0.47208 4.04571 -0.29962 0.28 -0.51 0.26
C 0.71716 3.58595 0.32843 -0.28 -0.62 0.51
P 2.18837 4.68313 0.42287 0.08 0.46 -0.99
C 1.98545 5.63522 1.98110 0.08 -0.26 -0.24
C 3.55035 3.49944 0.76494 0.04 -0.09 0.75
C 3.75477 3.03533 2.21985 -0.29 -0.20 -0.43
C 0.80280 2.26815 0.82531 -0.81 0.32 -0.48
C -0.26921 1.39420 0.70492 -0.25 0.69 -0.45
C -1.44327 1.83238 0.08416 0.68 0.65 0.08
C -1.56661 3.14977 -0.41689 0.94 -0.44 0.56
C -2.84988 3.53531 -1.06160 0.18 -0.71 0.63
O -2.90868 4.42746 -1.85813 -0.18 1.04 -1.03
C -4.06137 2.76305 -0.68705 -0.78 -0.45 0.48
C -3.91074 1.44762 -0.21684 -0.85 0.24 -0.11
C -5.01264 0.64453 0.09170 0.21 0.79 -0.28
C -6.31031 1.13935 -0.02536 0.54 0.34 -0.07
C -7.47015 0.24770 0.32389 -0.07 -0.42 -0.40
C -7.46751 -1.14046 -0.36116 -0.07 0.07 0.22
C -6.97832 -2.27268 0.53366 -0.26 0.39 -0.31
S -6.74849 -3.87537 -0.27754 0.42 -0.35 0.65
C -5.14228 -3.77279 -1.04192 -0.26 0.33 0.22
S -4.77370 -2.58477 -2.07915 0.20 0.12 -0.36
N -4.29443 -4.81581 -0.65886 -0.05 -0.02 -0.85
C -3.53339 -4.47448 0.54899 -0.50 0.11 0.64
C -2.17153 -3.93897 0.22309 0.45 -0.61 -0.41
O -1.45915 -4.93191 -0.52889 0.03 0.38 0.28
C -2.04796 -4.99320 -1.80980 0.24 -0.46 -0.12
C -3.50723 -5.41682 -1.75250 0.18 0.29 -0.01
C -6.48504 2.48342 -0.43332 0.16 -0.23 -0.28
B -7.94292 3.12913 -0.53565 0.44 0.18 -0.22
O -8.28129 4.21009 0.22270 -0.22 -0.24 0.35
O -8.88270 2.58649 -1.35961 -0.04 -0.50 0.43
C -10.22913 2.55414 -0.86575 0.17 0.30 -0.51
C -5.37289 3.27697 -0.78132 -0.28 -0.30 0.23
N -5.68602 4.61742 -1.22024 1.31 -0.86 -0.08
C -5.05542 5.70272 -0.46356 -0.41 0.20 0.25
C -5.72140 4.83169 -2.60286 -0.32 -1.04 0.67
C -5.63200 3.65863 -3.52105 -0.35 -0.39 0.02
O -5.86944 5.93578 -3.01270 0.01 2.04 -0.76
C -2.56104 0.87977 -0.02866 -0.11 0.66 -0.04
O -2.39104 -0.30391 0.07745 0.16 -1.27 0.20
H -1.57300 7.19386 -2.46775 -0.23 0.07 0.04
H 0.09903 7.70033 -2.62355 0.11 0.25 -0.02
H -0.72350 6.86236 -3.94905 0.15 0.06 -0.25
H -0.64197 4.78544 -2.84179 -0.09 -0.28 -0.09
H 0.91418 5.46418 -2.40744 0.24 -0.13 -0.02
H 0.12948 6.09679 -0.23604 0.18 0.13 0.18
H -1.53219 5.83985 -0.67779 -0.19 0.12 0.00
H 2.67791 6.46489 1.92155 0.22 0.20 0.10
H 0.98720 6.05368 2.00103 -0.25 0.02 0.12
H 2.18555 5.05988 2.87667 -0.15 -0.03 0.22
H 3.38527 2.64459 0.11826 -0.05 -0.10 -0.25
H 4.46090 3.96723 0.41279 0.20 0.14 -0.17
H 4.50369 3.62997 2.72232 0.14 0.16 0.20
H 2.83076 3.08203 2.78361 -0.13 0.08 0.23
H 4.05764 1.99447 2.25077 0.29 -0.19 0.02
H 1.69687 1.90524 1.30153 0.13 0.06 0.08
H -0.22466 0.38963 1.08593 0.02 -0.22 0.02
H -4.81301 -0.35454 0.43492 0.01 -0.25 0.01
H -7.51958 0.11142 1.40182 -0.04 0.06 0.25
H -8.38770 0.71325 0.00344 -0.25 0.36 0.14
H -6.90176 -1.12396 -1.28183 0.20 0.12 -0.17
H -8.49182 -1.37347 -0.63732 -0.17 -0.08 -0.13
H -6.10275 -1.98701 1.10342 0.42 -0.14 -0.05
H -7.74181 -2.48612 1.27532 -0.16 -0.11 0.18
H -4.07539 -3.70415 1.09326 -0.21 0.06 0.06
H -3.45146 -5.31830 1.22767 0.04 -0.36 -0.09
H -1.61379 -3.74233 1.12965 0.15 0.03 0.19
H -2.22548 -3.03647 -0.37516 -0.08 0.41 -0.03
H -1.92194 -4.05098 -2.33999 -0.11 0.35 0.08
H -1.49173 -5.74222 -2.36627 0.07 -0.15 -0.11
H -3.57511 -6.49901 -1.70172 -0.03 -0.20 0.35
H -3.95448 -5.11603 -2.69084 -0.24 -0.03 -0.18
H -7.57343 4.43794 0.82861 0.06 0.23 0.04
H -10.73839 3.47172 -1.12958 -0.18 0.20 0.02
H -10.25493 2.42364 0.20868 0.03 0.03 0.27
H -10.73160 1.71871 -1.33255 -0.08 -0.19 -0.17
H -4.45149 5.29951 0.34035 0.03 -0.21 0.19
H -5.80259 6.35858 -0.02725 -0.20 0.10 0.04
H -4.41333 6.30475 -1.08856 0.08 0.11 -0.29
H -6.29181 2.85525 -3.20894 -0.09 -0.17 0.03
H -5.92054 3.98966 -4.50715 0.00 0.08 -0.21
H -4.62280 3.27028 -3.54380 0.30 -0.07 0.03
C 2.24871 -6.41434 1.20960 0.14 0.19 0.18
C 2.38213 -5.60714 -0.06185 -0.28 -0.46 -0.11
O 2.70328 -4.22861 0.23065 -0.04 0.06 -0.06
C 3.96687 -3.94099 0.45475 -0.11 -0.09 -0.05
O 4.90652 -4.68107 0.43456 0.05 0.00 0.03
C 4.09870 -2.42911 0.72583 -0.03 0.08 0.06
F 3.14713 -1.99808 1.56041 0.10 0.03 -0.02
F 3.98105 -1.74802 -0.42524 0.04 -0.01 0.05
F 5.28660 -2.15268 1.25914 -0.12 -0.05 0.04
H 1.52074 -5.95310 1.87686 -0.07 -0.04 -0.05
H 1.91834 -7.42493 0.97527 -0.02 -0.01 -0.03
H 3.19940 -6.47514 1.73969 0.02 -0.05 -0.05
H 1.43198 -5.56628 -0.58946 -0.02 0.17 0.04
H 3.12779 -6.03211 -0.73209 0.15 0.15 0.06
C 7.74030 -6.00247 1.34899 0.22 -0.22 -0.06
C 7.54249 -6.09034 2.84390 -0.21 0.40 -0.15
O 7.85135 -7.40971 3.34179 0.01 -0.05 0.07
C 9.13020 -7.66292 3.56465 -0.11 0.11 -0.05
O 10.05641 -6.92583 3.40511 0.06 -0.01 0.00
C 9.27887 -9.09064 4.12636 0.04 0.05 -0.08
F 8.52591 -9.95933 3.44363 0.05 -0.05 0.07
F 8.88873 -9.10912 5.40837 0.00 -0.07 0.01
F 10.54593 -9.48146 4.06195 -0.03 -0.06 0.04
H 7.15444 -6.76867 0.84151 -0.09 0.06 0.00
H 7.42056 -5.02739 0.98896 -0.05 0.01 0.01
H 8.78674 -6.14892 1.08131 0.02 0.05 0.06
H 6.49875 -5.92830 3.10436 -0.02 -0.13 0.03
H 8.14010 -5.35088 3.37469 0.12 -0.10 0.02
C 7.07531 -0.14779 -0.17576 0.26 0.29 0.08
C 7.18446 0.70101 -1.42217 -0.20 -0.37 -0.11
O 7.47882 2.07542 -1.09577 0.00 0.07 -0.04
C 8.75023 2.36220 -0.86720 -0.11 -0.11 -0.04
O 9.68150 1.61574 -0.90398 0.05 0.00 0.01
C 8.88792 3.86834 -0.56995 0.03 -0.09 0.03
F 7.93450 4.28132 0.27348 0.05 0.08 -0.01
F 8.77260 4.56122 -1.71016 -0.01 0.06 0.04
F 10.07352 4.12542 -0.03224 -0.03 0.08 0.00
H 6.34014 0.27346 0.50740 -0.11 -0.03 -0.01
H 6.77649 -1.15544 -0.44261 -0.04 -0.09 -0.05
H 8.02986 -0.19742 0.34820 0.02 -0.03 -0.06
H 6.23438 0.73595 -1.95117 -0.01 0.13 0.03
H 7.93701 0.31664 -2.10881 0.12 0.09 0.06

---

Number 1: LUMO level 0.33 eV. Number 2: LUMO level 0.33 eV. Number 3: LUMO level -2.97 eV. Number 4: LUMO level -1.17 eV.